260
Properties=species:S:1:pos:R:3:forces:R:3 method="wB97M-V/def2-TZVPD" lumo_energy_ev=-9.62 e_homo_ev=-17.81 total_energy_ev=-143673.70121 total_charge=+8 homo_lumo_gap_ev=8.186
C -16.91092 4.41496 -8.42464 0.97 1.24 -0.54
O -16.93585 5.70129 -7.76278 -0.63 0.84 0.91
C -16.75881 6.89456 -8.55508 -1.71 -0.49 0.42
C -17.06949 8.11186 -7.63175 -0.30 -1.68 0.45
N -18.45333 7.87168 -6.89097 0.92 2.70 0.15
H -19.18847 7.53991 -7.49892 -0.04 -0.36 -0.51
H -18.30769 7.18797 -6.16198 0.15 -0.33 0.24
C -18.96825 9.21253 -6.25700 -0.44 0.16 0.59
C -18.69127 9.40279 -4.73605 0.63 -0.32 -1.06
O -17.41438 8.82532 -4.53401 0.63 -0.23 -0.81
C -16.54480 9.39059 -3.56165 -1.15 0.90 1.23
H -15.83445 4.29443 -8.54621 -0.12 -0.78 -0.85
H -17.50084 4.47824 -9.33902 0.34 -0.13 -0.26
H -17.29298 3.56128 -7.86485 -0.19 0.69 0.67
H -17.52584 6.90438 -9.32947 -0.07 -0.14 -0.38
H -15.80032 6.96666 -9.06909 0.27 0.09 0.37
H -17.13257 9.08009 -8.12839 -0.03 -0.32 -0.14
H -16.31417 8.13555 -6.84623 -0.33 0.28 0.16
H -20.03047 9.38578 -6.42957 -0.22 -0.90 -0.12
H -18.56115 10.07001 -6.79280 0.74 -0.49 -0.09
H -19.43255 9.00269 -4.04430 -0.11 -0.60 -0.21
H -18.78849 10.48037 -4.60389 0.64 0.27 0.16
H -15.65191 8.81865 -3.30925 -0.38 -0.53 -0.60
H -17.18211 9.45879 -2.68002 0.42 0.09 0.62
H -16.21307 10.40766 -3.77057 -0.09 0.05 -0.55
C -27.95650 6.75409 -3.09695 -0.34 0.90 0.61
O -27.61185 7.67816 -4.19189 -0.46 -1.96 0.31
C -28.64240 8.57917 -4.53768 0.22 0.72 0.53
C -29.83732 8.09188 -5.33159 0.50 -0.80 -0.49
N -29.32157 7.61183 -6.71152 -1.49 -1.17 0.73
H -28.99663 8.41840 -7.22529 -0.06 0.32 -0.37
H -28.49895 7.04289 -6.57110 0.43 -0.48 0.21
C -30.38369 6.82763 -7.56187 0.49 0.70 0.27
C -30.87730 5.47355 -7.07755 0.23 0.02 -0.16
O -31.53876 5.50355 -5.85153 -0.37 0.48 0.79
C -31.84177 4.25344 -5.19792 0.68 -0.81 -1.67
H -27.10844 6.30096 -2.58357 0.61 0.36 -0.85
H -28.64125 5.92252 -3.26347 -0.08 0.11 -1.07
H -28.43815 7.30987 -2.29244 -0.15 0.45 -0.03
H -28.20164 9.36194 -5.15502 0.50 0.09 0.17
H -28.95463 9.04971 -3.60538 -0.55 0.22 -0.09
H -30.53139 8.90080 -5.55964 0.03 -0.01 0.25
H -30.36094 7.27398 -4.83667 -0.04 -0.07 -0.41
H -29.90729 6.56684 -8.50692 0.14 0.51 -0.08
H -31.15640 7.57942 -7.72258 -0.17 -0.29 0.01
H -30.04833 4.77316 -7.17944 0.40 -0.27 0.79
H -31.49247 5.15511 -7.91912 -0.68 -0.03 -0.02
H -32.54202 4.31014 -4.36454 0.44 0.75 -0.03
H -30.89396 3.76193 -4.97841 0.06 0.08 0.72
H -32.28961 3.55599 -5.90581 -0.37 0.13 -0.26
C -9.26006 0.08583 -7.09753 0.84 0.84 1.86
O -10.34361 -0.34633 -6.24762 -0.04 -2.65 -3.75
C -10.40121 0.16549 -5.01320 -0.66 1.10 0.21
C -11.49623 -0.48236 -4.21996 -0.10 -1.56 1.59
N -11.03651 -1.71765 -3.42904 1.40 -1.08 -2.07
H -10.16000 -1.51072 -2.97187 0.02 0.26 1.12
H -11.79212 -2.01725 -2.82956 0.23 -0.08 0.62
C -10.57140 -2.96221 -4.30618 -1.48 1.95 -0.93
C -10.01246 -4.11162 -3.55392 1.21 0.20 1.74
O -8.77966 -3.68661 -2.87858 -0.99 0.42 -1.75
C -8.27314 -4.51510 -1.84111 -0.81 -0.59 0.70
H -9.22025 -0.30206 -8.11540 -0.85 -0.05 0.34
H -8.31850 -0.16640 -6.60974 0.22 -0.63 0.01
H -9.19437 1.17108 -7.02003 -0.45 0.31 -0.75
H -10.80213 1.16635 -5.17339 0.70 0.92 0.85
H -9.41518 0.08179 -4.55622 0.08 0.56 0.73
H -12.35971 -0.85312 -4.77227 0.20 0.42 -0.48
H -11.84968 0.16095 -3.41415 0.02 0.31 -0.24
H -9.93656 -2.55209 -5.09160 0.45 0.10 0.42
H -11.49073 -3.15389 -4.85952 -0.01 -0.77 0.12
H -9.89455 -4.91924 -4.27639 0.45 -0.13 0.00
H -10.71959 -4.46469 -2.80331 -0.17 -0.10 0.17
H -7.19319 -4.47671 -1.69857 -0.05 0.34 -0.71
H -8.56443 -5.55322 -2.00103 0.12 -0.08 -0.02
H -8.70887 -4.17648 -0.90112 -0.11 -0.12 0.19
C -5.14943 14.40596 4.39909 0.64 -0.33 0.79
O -4.87449 12.96214 4.30336 0.24 0.06 -1.89
C -3.72730 12.62114 3.49753 0.72 0.09 -0.51
C -3.76167 11.39840 2.45534 -1.39 0.40 1.06
N -5.14797 11.37878 1.72561 1.60 0.45 -0.78
H -5.15796 10.52312 1.18909 -0.25 -0.52 0.19
H -5.85516 11.32736 2.44487 -0.55 0.52 0.27
C -5.35044 12.46183 0.63903 1.41 0.16 -0.53
C -6.72075 12.96158 0.45319 -1.79 -0.39 1.66
O -7.08511 13.42002 1.74920 0.35 0.55 -0.78
C -8.38749 13.90686 1.92622 -1.27 -0.70 1.29
H -4.65679 15.05414 3.67435 -0.05 -0.55 -0.60
H -4.72612 14.75252 5.34186 -0.16 -0.16 0.22
H -6.22041 14.60848 4.40943 0.09 -0.43 -0.17
H -2.88226 12.44006 4.16178 0.05 -0.33 0.03
H -3.38919 13.45065 2.87648 -0.35 0.42 0.12
H -3.59050 10.41167 2.88565 -0.90 -0.01 0.62
H -2.95275 11.34426 1.72677 -0.14 1.19 -0.29
H -5.12082 11.95525 -0.29840 0.73 0.19 0.07
H -4.70414 13.31839 0.83062 0.35 -0.45 0.17
H -7.30562 12.09412 0.14727 -0.76 -0.09 0.04
H -6.90394 13.73399 -0.29375 0.75 0.03 -0.20
H -8.83324 14.76673 1.42621 1.12 0.32 -0.82
H -8.43581 14.16139 2.98499 -0.10 -0.10 0.03
H -9.09614 13.09885 1.74447 -0.18 -0.23 0.06
C -23.85085 13.59106 1.45967 0.07 0.41 0.50
O -24.76570 12.63579 1.90704 -0.78 -0.72 1.06
C -25.41502 12.94096 3.17489 0.93 -1.54 -1.34
C -24.55807 12.58366 4.38157 1.70 0.94 0.44
N -24.10309 11.12350 4.48181 -0.01 0.82 -1.23
H -23.40664 11.03332 5.20770 0.04 0.01 0.71
H -24.95542 10.63340 4.71294 0.00 -0.77 0.28
C -23.42785 10.50789 3.23185 -0.77 0.37 0.02
C -22.59983 9.26496 3.63322 -0.45 1.83 0.06
O -21.52961 9.86889 4.32585 0.59 -0.37 -0.03
C -20.25144 9.19652 4.27071 -0.84 0.23 1.14
H -23.39216 13.21696 0.54438 -0.14 0.20 0.04
H -23.08852 13.73547 2.22524 0.43 0.21 -0.09
H -24.37994 14.53440 1.32449 0.24 0.22 -0.38
H -26.22378 12.21115 3.13772 -0.70 0.72 0.19
H -25.66872 14.00095 3.16154 -0.49 -0.15 0.47
H -24.93699 12.87950 5.35984 -0.96 -0.48 -0.12
H -23.66340 13.20433 4.43100 0.46 -0.25 -0.65
H -22.75719 11.28909 2.87401 -0.05 -0.18 -0.04
H -24.26259 10.42781 2.53549 0.41 -0.53 -0.18
H -22.23703 8.72554 2.75829 -0.37 -0.16 -0.02
H -23.21764 8.68115 4.31555 0.18 -0.70 -0.14
H -19.71281 9.71726 5.06242 0.48 -0.12 -0.41
H -19.76780 9.24930 3.29531 -0.12 0.19 -0.01
H -20.36021 8.16204 4.59646 0.00 -0.14 -0.16
C -15.41072 11.91519 -13.45513 0.60 -0.34 -0.72
O -14.24515 11.08905 -13.22841 -0.20 -0.54 -0.30
C -13.28071 11.41120 -14.20945 0.97 1.45 0.61
C -11.92312 10.79184 -13.86056 -2.53 -0.72 -0.44
N -11.66328 11.14321 -12.40907 1.58 -0.24 -0.22
H -11.74003 12.14559 -12.31181 0.32 0.69 -0.23
H -12.42081 10.84393 -11.81184 -0.78 -0.59 -0.26
C -10.41235 10.63893 -11.70482 0.28 -0.67 0.02
C -10.41280 9.08659 -11.73859 0.34 0.02 0.94
O -10.42405 8.48840 -12.98835 0.00 0.12 0.14
C -9.13478 8.24712 -13.53485 -0.09 0.36 -0.21
H -15.08301 12.93826 -13.27065 -0.63 0.17 0.33
H -16.28103 11.55095 -12.90926 0.47 0.19 0.43
H -15.67776 11.84350 -14.50948 -0.07 0.05 -0.13
H -13.14541 12.49118 -14.15082 -0.17 0.50 -0.51
H -13.51986 11.12652 -15.23408 -0.34 -0.06 0.03
H -11.16931 11.06467 -14.59909 0.29 0.29 0.70
H -12.22230 9.76112 -14.05091 1.18 -0.46 1.03
H -10.38025 11.07140 -10.70479 -0.89 -0.51 0.42
H -9.45287 11.06388 -11.99961 -0.35 0.01 -1.46
H -11.25695 8.64664 -11.20760 -0.29 0.43 0.21
H -9.52805 8.75195 -11.19701 0.15 0.14 0.31
H -8.52103 7.49407 -13.04059 -0.68 -0.75 0.13
H -8.49061 9.11393 -13.38713 -0.14 0.52 -0.82
H -9.42425 7.99009 -14.55378 1.07 0.07 -0.10
C -14.14893 9.63643 11.29279 -0.50 -1.43 -0.21
O -15.01801 10.71879 11.47767 -0.55 2.34 0.77
C -15.65247 11.03184 12.74202 0.71 -1.20 -0.75
C -15.68642 12.52324 12.88780 -0.25 0.67 0.61
N -16.19881 13.21632 11.69445 -0.04 0.34 -1.85
H -16.22520 12.60586 10.89026 1.23 -0.49 -0.94
H -17.19977 13.28034 11.81314 -0.47 1.07 0.26
C -15.52148 14.50994 11.28210 1.58 -0.20 2.19
C -15.84866 14.86761 9.93395 -1.84 0.34 -4.16
O -15.57283 13.76182 9.07422 0.77 -2.12 0.01
C -15.90289 13.89683 7.65909 0.56 1.54 1.46
H -14.13169 9.52204 10.20894 -0.39 -0.59 0.05
H -14.59860 8.81440 11.84971 0.20 -0.62 -0.53
H -13.08407 9.61764 11.52487 0.07 1.24 0.86
H -15.13281 10.56988 13.58144 0.22 0.25 0.09
H -16.66186 10.62384 12.79469 -0.19 -0.16 -0.40
H -14.69674 12.92623 13.10281 -0.27 0.07 0.29
H -16.51017 12.87108 13.51114 1.04 -0.57 1.68
H -15.60112 15.31003 12.01806 -1.20 -0.04 0.03
H -14.43852 14.42263 11.36954 0.12 -1.14 -0.21
H -15.38755 15.76469 9.52076 0.56 0.18 0.62
H -16.90792 15.06283 9.76669 -0.53 0.27 0.52
H -15.12326 14.57161 7.30563 -0.71 0.87 -0.42
H -16.93803 14.23579 7.70019 0.08 0.42 -0.97
H -15.77031 13.07629 6.95395 -0.15 -0.96 1.19
C -19.31410 0.46526 -1.62509 0.86 -1.14 -0.86
O -19.95062 -0.73278 -1.12493 -0.43 0.57 0.37
C -20.89526 -1.34037 -2.01170 1.00 -1.31 1.53
C -21.27651 -2.71239 -1.31821 0.45 -0.16 0.03
N -20.07400 -3.72439 -1.12491 -0.77 0.23 0.15
H -19.57420 -3.85748 -1.99243 0.17 0.17 -0.46
H -19.43570 -3.27107 -0.48680 0.40 0.27 0.26
C -20.38360 -5.13070 -0.59085 -1.67 0.30 0.46
C -19.22321 -6.00894 -0.20256 0.95 -1.22 0.78
O -19.57100 -7.40729 -0.28991 0.47 2.09 -1.72
C -19.04539 -8.00669 -1.50196 -0.12 -1.56 0.92
H -18.42701 0.70752 -1.03988 -0.20 -0.47 0.37
H -19.84360 1.41241 -1.72822 -0.92 -0.47 0.16
H -18.95438 0.12299 -2.59542 0.21 0.71 -0.41
H -20.41927 -1.56995 -2.96502 -0.09 0.27 -0.37
H -21.77292 -0.70309 -2.11972 -0.20 -0.30 -0.18
H -22.02684 -3.29721 -1.85028 -0.01 0.30 -0.13
H -21.62448 -2.52514 -0.30236 -0.01 -0.01 -0.09
H -21.07267 -5.63444 -1.26874 0.32 0.13 -0.41
H -20.95509 -5.04022 0.33289 -0.25 0.60 -0.16
H -18.98469 -5.85255 0.84946 -0.17 0.11 0.12
H -18.27957 -5.77325 -0.69456 0.04 -0.12 -0.62
H -19.31522 -7.71695 -2.51751 -0.66 1.18 0.24
H -19.46076 -9.01169 -1.42747 0.50 -0.19 -0.05
H -17.95621 -8.02467 -1.46357 0.04 -0.12 0.16
C -26.28785 -3.93232 -7.49631 0.84 -0.42 0.94
O -24.91290 -4.23892 -7.86262 0.05 -0.88 -1.15
C -24.63045 -3.74275 -9.19605 -0.12 -0.22 0.37
C -23.31116 -4.29771 -9.88234 -0.56 -2.37 2.86
N -23.15841 -5.87871 -9.58760 -1.69 0.95 -2.24
H -22.33243 -6.25335 -10.03200 0.44 0.21 -0.68
H -22.98814 -6.16236 -8.63332 -0.75 0.19 0.83
C -24.38004 -6.63319 -10.16328 0.15 -0.29 2.56
C -24.25803 -8.08284 -9.62289 -0.04 0.42 -1.32
O -23.76650 -8.17870 -8.31315 0.06 0.31 -0.36
C -24.60801 -7.87411 -7.21540 -0.51 -0.58 1.00
H -26.57178 -4.51848 -6.62230 0.67 -0.04 0.31
H -27.04970 -4.28836 -8.18980 0.27 0.71 -0.75
H -26.27288 -2.88883 -7.18168 -0.74 0.11 -0.52
H -24.56400 -2.66303 -9.06231 0.37 0.19 -0.65
H -25.50862 -3.94675 -9.80866 0.14 -0.01 -0.31
H -22.44292 -3.97970 -9.30518 0.09 0.82 -0.83
H -23.30156 -4.29073 -10.97228 0.15 0.75 0.28
H -24.46827 -6.60070 -11.24922 0.42 0.20 0.15
H -25.23227 -6.15413 -9.68129 0.02 0.13 -0.29
H -23.52583 -8.51618 -10.30422 0.19 -0.62 0.44
H -25.20561 -8.58207 -9.82528 -0.10 -0.17 0.36
H -25.25626 -7.00281 -7.30878 0.50 0.48 -0.25
H -23.95060 -7.84363 -6.34651 0.12 0.66 -0.13
H -25.29727 -8.65457 -6.89303 -0.07 -0.63 -0.79
C -19.26566 17.61638 -6.53978 0.61 0.00 -0.06
O -17.98276 17.48620 -7.23221 -1.07 -0.35 0.19
C -17.59933 18.69912 -7.81049 0.13 1.54 0.74
C -16.85028 19.48558 -6.72574 1.07 -0.59 1.09
N -15.56073 18.76216 -6.20786 -0.73 2.68 -0.72
H -15.69996 17.79804 -5.94102 -0.31 -0.40 -0.23
H -14.88687 18.80626 -6.95891 0.39 -0.26 -0.27
C -15.03442 19.53344 -4.98485 -1.32 -1.36 -0.22
C -13.58692 19.78967 -5.06774 1.84 -0.60 2.67
O -13.29612 20.29378 -3.73730 -1.31 0.16 -2.05
C -11.94840 20.52518 -3.54673 1.98 0.20 1.20
H -20.09971 17.61108 -7.24154 0.14 0.03 -0.12
H -19.28363 18.53567 -5.95440 -0.07 0.18 -0.11
H -19.39670 16.81251 -5.81540 0.33 -0.21 -0.34
H -18.42511 19.34957 -8.09873 -0.52 -0.09 0.17
H -17.07404 18.63253 -8.76324 0.51 -0.71 0.27
H -17.38691 19.57269 -5.78100 -0.68 -0.27 -0.31
H -16.51588 20.51278 -6.87114 -0.01 -0.12 -0.85
H -15.39221 18.81011 -4.25214 1.00 0.43 0.88
H -15.50645 20.47824 -4.71529 -0.61 -0.03 -0.87
H -13.22454 20.49413 -5.81642 -0.41 0.03 -0.28
H -13.00224 18.86985 -5.08001 -0.04 -0.32 -0.86
H -11.21486 20.60587 -4.34892 -0.89 0.27 -1.21
H -11.50156 19.66822 -3.04270 -0.10 0.09 0.83
H -11.85779 21.46826 -3.00775 0.18 -0.31 0.40
B -23.79425 4.43009 -8.41401 -0.08 -1.68 -0.90
F -24.76253 3.78666 -7.61383 0.08 -0.04 0.39
F -22.52076 3.77657 -8.26161 -0.15 0.58 0.58
F -24.14091 4.22064 -9.76062 -0.14 0.43 -0.05
F -23.76473 5.76769 -8.08833 0.42 0.81 0.24
B -13.07095 13.48777 -5.80281 -0.27 0.87 1.31
F -12.56165 14.22185 -6.79707 0.94 1.33 -2.89
F -12.70743 12.18727 -5.90564 -0.04 -2.24 -0.39
F -12.52558 14.00232 -4.64687 0.39 0.43 1.93
F -14.45378 13.69250 -5.76614 -1.23 -0.42 -0.01